(1)
The molecule C4H10N2OS in a non-equilibrium geometry, computed with ωB97M-V with the def2-TZVPD basis set.

XYZ file:
```
18
C4H10N2OS (ωB97M-V with the def2-TZVPD basis set)
N 0.541 0.728 -3.185
C -0.036 0.288 -1.942
C 0.514 1.027 -0.742
O 1.002 2.134 -0.868
N 0.475 0.408 0.475
C -0.281 -0.760 0.834
C -1.068 -0.595 2.146
S -0.030 -0.434 3.612
H 0.817 1.704 -3.137
H 1.409 0.259 -3.408
H -1.115 0.406 -1.993
H 0.094 -0.784 -1.816
H 0.796 1.022 1.219
H 0.408 -1.577 1.073
H -0.886 -1.201 0.054
H -1.730 -1.442 2.193
H -1.640 0.328 2.124
H 0.729 -1.512 3.361
```

Properties
E_LUMO ... 0.0246 Eh
Structure (SMILES) ... NCC(=O)NCCS
Net charge ... 0
F_max ... 0.0352 Eh/bohr
Electronic energy ... -741.35303 hartree
E_HOMO ... -9.399 eV
Relative energy (zero: lowest compared OMol25 entry of this formula, charge and spin) ... 0.679 eV

Electronic structure analysis, Löwdin charges in units of e: 0.004, -0.216, -0.481, 0.051, 0.061, -0.277, -0.558, 0.715, 0.067, 0.069, 0.118, 0.109, 0.132, 0.101, 0.110, 0.065, 0.069, -0.138

***

(2)
The molecule C4H10N2OS in a non-equilibrium geometry, computed with ωB97M-V with the def2-TZVPD basis set.

XYZ file:
```
18
C4H10N2OS (ωB97M-V with the def2-TZVPD basis set)
O -0.152 0.640 -1.690
C -0.538 1.708 -0.977
C -0.412 1.259 0.445
C -1.210 0.002 0.773
N -0.539 -0.839 1.699
C 0.454 -1.540 1.279
N 1.154 -1.205 -0.008
S 1.871 -2.721 -0.755
H -0.714 0.751 -2.469
H 0.039 2.585 -1.160
H -1.593 1.891 -1.081
H 0.668 1.006 0.632
H -0.586 1.985 1.200
H -1.467 -0.552 -0.155
H -2.175 0.266 1.285
H 0.956 -2.229 1.927
H 0.847 -0.445 -0.537
H 3.396 -2.562 -0.408
```

Properties
E_LUMO ... 0.0217 Eh
Structure (SMILES) ... OCCC/N=C\NS
Net charge ... 0
F_max ... 0.1293 Eh/bohr
Electronic energy ... -741.24530 hartree
E_HOMO ... -8.927 eV
Relative energy (zero: lowest compared OMol25 entry of this formula, charge and spin) ... 3.611 eV

Electronic structure analysis, Löwdin charges in units of e: -0.065, -0.320, -0.186, -0.268, 0.002, -0.249, -0.345, 0.597, 0.123, 0.117, 0.124, 0.121, 0.105, 0.125, 0.120, 0.086, -0.027, -0.062

***

Please write out number 1 again, unchanged.
The molecule C4H10N2OS in a non-equilibrium geometry, computed with ωB97M-V with the def2-TZVPD basis set.

XYZ file:
```
18
C4H10N2OS (ωB97M-V with the def2-TZVPD basis set)
N 0.541 0.728 -3.185
C -0.036 0.288 -1.942
C 0.514 1.027 -0.742
O 1.002 2.134 -0.868
N 0.475 0.408 0.475
C -0.281 -0.760 0.834
C -1.068 -0.595 2.146
S -0.030 -0.434 3.612
H 0.817 1.704 -3.137
H 1.409 0.259 -3.408
H -1.115 0.406 -1.993
H 0.094 -0.784 -1.816
H 0.796 1.022 1.219
H 0.408 -1.577 1.073
H -0.886 -1.201 0.054
H -1.730 -1.442 2.193
H -1.640 0.328 2.124
H 0.729 -1.512 3.361
```

Properties
E_LUMO ... 0.0246 Eh
Structure (SMILES) ... NCC(=O)NCCS
Net charge ... 0
F_max ... 0.0352 Eh/bohr
Electronic energy ... -741.35303 hartree
E_HOMO ... -9.399 eV
Relative energy (zero: lowest compared OMol25 entry of this formula, charge and spin) ... 0.679 eV

Electronic structure analysis, Löwdin charges in units of e: 0.004, -0.216, -0.481, 0.051, 0.061, -0.277, -0.558, 0.715, 0.067, 0.069, 0.118, 0.109, 0.132, 0.101, 0.110, 0.065, 0.069, -0.138

***

Question: Which formula does entry 1 have?
Answer: C4H10N2OS

***

Question: Among the records above, which one has the lowest electronic energy?
Answer: number 1

***

Question: What is the formula in the second record?
Answer: C4H10N2OS